{
  "formula": "C19H22CdN2Se",
  "method": "ωB97M-V with the def2-TZVPD basis set",
  "lumo_ev": -0.84,
  "homo_lumo_gap_ev": 5.7457,
  "total_energy_ha": -3415.8311,
  "mol_weight_g_mol": 469.77,
  "spin_multiplicity": 1,
  "species": ["Cd", "Se", "N", "N", "C", "C", "C", "C", "C", "C", "C", "C", "C", "C", "C", "C", "C", "C", "C", "C", "C", "C", "C", "H", "H", "H", "H", "H", "H", "H", "H", "H", "H", "H", "H", "H", "H", "H", "H", "H", "H", "H", "H", "H", "H"],
  "positions_angstrom": [[-0.399, 0.063, -0.586], [2.368, -0.180, 0.363], [0.399, -1.325, -2.171], [0.612, 1.279, -2.170], [0.239, -2.656, -2.046], [0.666, 2.611, -2.013], [0.572, -2.948, -4.397], [3.354, -1.559, 4.102], [3.097, -0.274, 2.065], [-2.545, 0.021, -0.897], [3.228, 0.941, 2.817], [3.290, -1.527, 2.718], [1.140, 2.857, -4.349], [3.289, 0.863, 4.207], [3.334, -0.379, 4.837], [1.081, 1.474, -4.513], [-0.439, 0.942, 3.273], [0.738, -1.569, -4.541], [0.966, 3.447, -3.092], [-0.410, -0.570, 3.324], [0.691, -0.777, -3.383], [0.825, 0.693, -3.379], [0.332, -3.513, -3.143], [-0.986, 1.382, 4.102], [0.873, -1.054, -5.497], [3.150, 1.910, 2.298], [0.189, -4.579, -2.993], [0.181, -1.029, 2.462], [1.167, 0.964, -5.469], [0.992, 4.526, -2.930], [3.334, -2.510, 4.592], [0.584, 1.290, 3.152], [-1.404, -1.019, 3.341], [0.617, -3.560, -5.279], [-2.810, 0.612, -1.771], [1.320, 3.473, -5.213], [0.017, -2.999, -1.034], [3.269, -0.405, 5.895], [3.241, -2.439, 2.128], [3.220, 1.797, 4.764], [-0.907, 1.329, 2.370], [-2.962, 0.438, 0.033], [-2.845, -1.023, -1.026], [0.054, -0.949, 4.230], [0.451, 2.973, -1.005]]
}

=====

{
  "formula": "C19H22FN3O3",
  "method": "ωB97M-V with the def2-TZVPD basis set",
  "lumo_ev": 0.14,
  "homo_lumo_gap_ev": 8.4245,
  "total_energy_ha": -1227.0739,
  "smiles": "CCN1CCN(c2cc3c(cc2F)c(=O)c(C(=O)O)cn3C2CC2)CC1",
  "mol_weight_g_mol": 359.40,
  "spin_multiplicity": 1,
  "species": ["F", "O", "O", "O", "N", "N", "N", "C", "C", "C", "C", "C", "C", "C", "C", "C", "C", "C", "C", "C", "C", "C", "C", "C", "C", "C", "H", "H", "H", "H", "H", "H", "H", "H", "H", "H", "H", "H", "H", "H", "H", "H", "H", "H", "H", "H", "H", "H"],
  "positions_angstrom": [[-3.186, -2.176, -0.429], [-1.850, 2.735, -5.917], [-2.820, 1.086, -4.186], [0.269, 3.367, -5.697], [-0.200, -1.101, 3.201], [-0.717, -2.211, 0.870], [0.834, 1.069, -2.335], [0.094, -0.485, 4.480], [-0.940, -1.378, -0.188], [-1.429, 0.257, -2.462], [-1.148, -2.195, 3.282], [2.789, 2.453, -1.519], [0.609, -2.486, 1.361], [-0.168, 0.251, -1.839], [-2.192, -1.355, -0.849], [0.823, 0.843, 4.314], [2.243, 1.725, -0.331], [-0.579, 1.845, -4.102], [0.608, 1.802, -3.439], [-0.675, 2.719, -5.312], [0.997, -1.513, 2.485], [2.121, 1.124, -1.703], [-2.432, -0.569, -1.938], [0.054, -0.562, -0.730], [-1.709, 1.070, -3.636], [-1.733, -2.443, 1.880], [1.330, -2.454, 0.544], [1.463, -0.615, 2.070], [1.843, 0.697, 3.970], [1.345, 2.111, 0.127], [0.596, -3.511, 1.746], [1.433, 2.391, -3.817], [-2.560, -1.752, 1.724], [-0.687, -3.114, 3.685], [-3.393, -0.586, -2.427], [3.858, 2.503, -1.654], [0.295, 1.464, 3.595], [2.748, 0.269, -1.940], [-2.487, 2.136, -5.430], [2.931, 1.273, 0.367], [1.727, -2.002, 3.155], [2.266, 3.336, -1.848], [1.021, -0.542, -0.261], [0.691, -1.156, 5.126], [-1.960, -1.914, 3.954], [-0.861, -0.300, 4.979], [0.857, 1.363, 5.267], [-2.117, -3.468, 1.808]]
}

=====

{
  "formula": "C19H22N2O2S",
  "method": "ωB97M-V with the def2-TZVPD basis set",
  "lumo_ev": 0.32,
  "homo_lumo_gap_ev": 8.4988,
  "total_energy_ha": -1394.9196,
  "smiles": "O=C(CSc1ccc2ccccc2c1)NCCCN1CCCC1=O",
  "mol_weight_g_mol": 342.46,
  "spin_multiplicity": 1,
  "species": ["S", "O", "O", "N", "N", "C", "C", "C", "C", "C", "C", "C", "C", "C", "C", "C", "C", "C", "C", "C", "C", "C", "C", "C", "H", "H", "H", "H", "H", "H", "H", "H", "H", "H", "H", "H", "H", "H", "H", "H", "H", "H", "H", "H", "H", "H"],
  "positions_angstrom": [[-2.109, -1.866, 2.072], [-4.100, -1.380, -1.213], [-1.073, 1.257, 1.705], [0.073, 1.737, -0.265], [-3.085, 0.317, -0.021], [-3.318, 1.079, -1.156], [2.286, 1.982, 0.873], [-0.782, -2.131, -0.494], [-3.490, -1.036, -0.252], [2.811, -1.568, -1.558], [1.156, 2.047, 1.766], [1.644, -1.823, -0.959], [3.042, -1.243, 1.157], [3.957, -1.544, -1.048], [-0.865, 1.521, -1.157], [-0.036, 1.371, 1.045], [0.344, -2.125, -1.042], [4.089, -1.367, 0.305], [0.591, -1.485, 1.354], [-3.401, -2.005, 0.880], [1.440, 2.240, -0.380], [1.702, -1.595, 0.478], [-2.121, 2.164, -1.142], [-0.618, -1.916, 0.932], [-2.110, 2.718, -0.174], [0.334, -2.442, -2.202], [-4.316, 1.750, -0.646], [-4.291, -1.747, 1.541], [-0.408, 1.546, -1.974], [2.974, 1.356, 0.784], [0.813, -1.449, 2.448], [-2.650, 0.420, 0.814], [2.995, -1.043, 2.127], [5.035, -1.160, 0.768], [1.238, 3.316, -0.712], [2.857, 2.960, 1.022], [4.772, -1.477, -1.646], [0.917, 3.158, 2.367], [1.900, 1.590, -1.370], [-3.502, -3.225, 0.482], [1.350, 1.371, 2.846], [-3.537, 0.668, -1.915], [2.533, -1.893, -2.415], [-2.157, 2.824, -1.836], [-1.836, -2.297, -0.846], [-1.046, 0.426, -1.342]]
}

=====

{
  "formula": "C19H22N2O2S",
  "method": "ωB97M-V with the def2-TZVPD basis set",
  "lumo_ev": 0.71,
  "homo_lumo_gap_ev": 8.5226,
  "total_energy_ha": -1395.3842,
  "smiles": "COc1cc(SC)ccc1C(=O)N1CCN(c2ccccc2)CC1",
  "mol_weight_g_mol": 342.46,
  "spin_multiplicity": 1,
  "species": ["S", "O", "O", "N", "N", "C", "C", "C", "C", "C", "C", "C", "C", "C", "C", "C", "C", "C", "C", "C", "C", "C", "C", "C", "H", "H", "H", "H", "H", "H", "H", "H", "H", "H", "H", "H", "H", "H", "H", "H", "H", "H", "H", "H", "H", "H"],
  "positions_angstrom": [[-4.453, 2.063, -0.015], [-2.384, -2.586, 0.074], [0.640, -1.868, -2.174], [1.076, -1.748, 0.033], [2.820, 0.034, 0.814], [0.300, -1.521, -1.058], [2.466, 1.278, 0.306], [-5.793, 1.043, 0.662], [-3.227, -0.434, -0.019], [-3.150, 0.913, -0.317], [0.805, -1.267, 1.369], [1.062, 3.247, 0.264], [-0.925, 0.588, -1.132], [-1.554, -3.609, -0.426], [2.438, -2.199, -0.151], [3.381, -0.978, -0.063], [1.856, 3.826, -0.709], [2.970, 3.138, -1.159], [3.279, 1.891, -0.655], [-0.969, -0.767, -0.798], [-2.149, -1.288, -0.266], [1.356, 1.993, 0.765], [-1.990, 1.425, -0.897], [2.073, -0.556, 1.895], [0.697, 1.579, 1.511], [0.546, -2.110, 2.025], [-0.620, -3.686, 0.139], [2.511, -2.667, -1.133], [-4.109, -0.882, 0.406], [1.815, 0.203, 2.633], [-6.619, 1.725, 0.838], [-1.936, 2.471, -1.152], [4.364, -1.294, 0.311], [-5.481, 0.591, 1.599], [-1.326, -3.465, -1.484], [3.504, -0.560, -1.062], [2.669, -2.940, 0.620], [-6.085, 0.288, -0.063], [2.732, -1.282, 2.383], [0.191, 3.768, 0.634], [4.174, 1.396, -1.000], [-0.044, -0.583, 1.336], [3.614, 3.580, -1.905], [1.616, 4.801, -1.106], [-0.021, 0.982, -1.573], [-2.121, -4.532, -0.300]]
}